Run one
This record from the OMol25 dataset describes a single C2H6N2O molecule. The level of theory is ωB97M-V with the def2-TZVPD basis set.

Its spin multiplicity is 1. The molecular weight comes out at 74.08 g/mol. The orbital gap is 10.3739 eV. Its net charge is 0. For the lowest unoccupied orbital energy, the calculation gives 0.8 eV. As for the SMILES: CC(=O)NN. As for the HOMO energy: -9.6 eV.

XYZ file:
```
11
Properties=species:S:1:pos:R:3:nbo_charge:R:1
C -0.47057 -0.21025 -0.25223 0.59
H -0.04551 -1.24239 1.78255 0.26
H -1.25961 0.23652 1.59110 0.26
H 2.26099 -0.12331 0.65002 0.35
N 0.49206 0.59352 -0.33717 -0.41
H 0.98265 0.37247 -1.37124 0.40
O -1.04257 -0.19142 -1.36444 -0.63
H -1.89841 -1.35624 0.92751 0.26
C -0.91596 -0.80487 0.96610 -0.72
N 1.57678 0.58587 0.62541 -0.75
H 2.13773 1.47927 1.03468 0.38
```

Run two
This record from the OMol25 dataset describes a single C2H6N2O molecule. The level of theory is ωB97M-V with the def2-TZVPD basis set.

Its spin multiplicity is 1. The molecular weight comes out at 74.08 g/mol. The orbital gap is 10.2823 eV. Its net charge is 0. For the lowest unoccupied orbital energy, the calculation gives 0.6 eV. As for the SMILES: NCC(N)=O. As for the HOMO energy: -9.7 eV.

XYZ file:
```
11
Properties=species:S:1:pos:R:3:nbo_charge:R:1
H -1.45145 -0.29219 -1.08692 0.39
C 0.44739 0.47234 0.45945 -0.33
H 0.82267 0.34172 1.51389 0.22
N -1.44640 -0.94326 -0.30994 -0.90
C -0.17310 -0.94605 0.42518 0.69
H 1.16048 0.90182 -1.47040 0.36
O 0.19074 -1.98664 0.91341 -0.56
N 1.44282 0.91736 -0.46662 -0.81
H -2.08661 -1.61531 0.02073 0.41
H 1.49066 2.05481 -0.45712 0.36
H -0.39720 1.09538 0.45833 0.18
```

Run three
This record from the OMol25 dataset describes a single C2H6N2O molecule. The level of theory is ωB97M-V with the def2-TZVPD basis set.

Its spin multiplicity is 1. The molecular weight comes out at 74.08 g/mol. The orbital gap is 9.6523 eV. Its net charge is 0. For the lowest unoccupied orbital energy, the calculation gives 1.1 eV. As for the SMILES: NN[C@@H]1CO1. As for the HOMO energy: -8.6 eV.

XYZ file:
```
11
Properties=species:S:1:pos:R:3:nbo_charge:R:1
H -2.63060 0.52857 -0.78972 0.19
H 2.39968 -0.02254 -0.81080 0.34
H 2.20516 -1.23339 -0.00178 0.33
C -0.27186 -0.15386 -0.32787 0.24
H -0.10224 -0.28696 -1.36963 0.18
H -2.02552 0.99841 1.09979 0.19
H 0.68782 0.60287 1.33024 0.38
O -1.32017 -0.92338 0.27341 -0.54
N 0.79791 0.29617 0.41481 -0.49
C -1.84444 0.40480 0.09189 -0.17
N 2.10426 -0.21068 0.08965 -0.65
```

Which structure is most stable, and how do the rest compare? From most to least stable: run two, run one, run three.

Run one
This record from the OMol25 dataset describes 2 unconnected molecules or ions with the total composition C2H6N2O. The level of theory is ωB97M-V with the def2-TZVPD basis set.

Its spin multiplicity is 1. The molecular weight comes out at 74.08 g/mol. The orbital gap is 10.5575 eV. Its net charge is 0. For the lowest unoccupied orbital energy, the calculation gives 0.8 eV. As for the SMILES: [H]/N=[NH+]\[O-].C=C. As for the HOMO energy: -9.7 eV.

XYZ file:
```
11
Properties=species:S:1:pos:R:3:nbo_charge:R:1
O 2.03804 0.05914 -2.39512 -0.45
C -1.46208 -0.87453 0.67966 -0.42
H -0.70038 0.15371 2.33441 0.18
H 1.00642 -0.83989 -0.25757 0.36
H -1.00431 -1.79827 0.88634 0.18
N 1.59834 0.69764 -1.45829 0.20
H 1.60553 1.76769 -1.41167 0.35
H -1.95826 -0.82326 -0.32578 0.20
H -1.10632 1.21334 0.95592 0.19
C -1.12051 0.17955 1.39721 -0.34
N 1.10354 0.26487 -0.40510 -0.45
```

Run two
This record from the OMol25 dataset describes a single C2H6N2O molecule. The level of theory is ωB97M-V with the def2-TZVPD basis set.

Its spin multiplicity is 1. The molecular weight comes out at 74.08 g/mol. The orbital gap is 10.5076 eV. Its net charge is 0. For the lowest unoccupied orbital energy, the calculation gives 1.0 eV. As for the SMILES: CCNN=O. As for the HOMO energy: -9.5 eV.

XYZ file:
```
11
Properties=species:S:1:pos:R:3:nbo_charge:R:1
C -0.51773 -0.19314 0.64076 -0.24
H -1.57371 -0.64224 0.50022 0.21
H -0.01273 -0.55051 1.65646 0.22
H 0.42122 -1.18203 -1.14757 0.22
O -0.86515 3.03040 2.12408 -0.37
H -1.19694 1.89829 0.17684 0.37
C 0.48102 -0.27687 -0.49656 -0.63
N -0.80063 1.31111 0.84620 -0.48
H 1.50739 -0.25598 -0.19651 0.22
N -0.52093 1.87720 2.11809 0.26
H 0.09274 0.55640 -1.11439 0.21
```

Which structure is most stable, and how do the rest compare? From most to least stable: run two, run one.

Run one
This record from the OMol25 dataset describes a single C2H6N2O molecule. The level of theory is ωB97M-V with the def2-TZVPD basis set.

Its spin multiplicity is 1. The molecular weight comes out at 74.08 g/mol. The orbital gap is 9.9774 eV. Its net charge is 0. For the lowest unoccupied orbital energy, the calculation gives 0.9 eV. As for the SMILES: NCC(N)=O. As for the HOMO energy: -9.1 eV.

XYZ file:
```
11
Properties=species:S:1:pos:R:3:nbo_charge:R:1
H -2.14647 1.37367 0.58480 0.39
H -2.08332 -0.16261 0.04682 0.39
N 1.21487 -1.21676 0.12326 -0.84
H 0.73665 -1.79241 0.76400 0.37
H 2.06952 -0.85563 0.47561 0.37
N -1.58309 0.71169 0.06172 -0.85
H 1.26942 0.42040 -1.22562 0.22
C -0.21659 0.78007 0.22273 0.66
C 0.56907 -0.19230 -0.65764 -0.31
O 0.28635 1.57548 0.98390 -0.59
H -0.11640 -0.64160 -1.37957 0.19
```

Run two
This record from the OMol25 dataset describes 2 unconnected molecules or ions with the total composition C2H6N2O. The level of theory is ωB97M-V with the def2-TZVPD basis set.

Its spin multiplicity is 1. The molecular weight comes out at 74.08 g/mol. The orbital gap (alpha / beta) is 7.9226 / 8.5295 eV. Its net charge is 0. For the lowest unoccupied orbital energy (alpha / beta), the calculation gives -0.7 / -0.2 eV. As for the HOMO energy (alpha / beta): -8.6 / -8.8 eV.

XYZ file:
```
11
Properties=species:S:1:pos:R:3:nbo_charge:R:1
N 0.63150 1.56061 -0.27236 0.05
H -1.14627 -1.81188 -0.36433 0.32
H -0.43028 0.22355 -1.62312 0.22
C -0.30912 0.56062 0.57190 -0.23
N -0.85184 -1.45674 0.54879 -0.74
H -0.00151 -1.98260 0.76926 0.32
H 1.14764 -0.44395 -0.86461 0.22
O 1.80910 1.86340 -0.01108 -0.36
H -1.32919 0.92421 0.55091 0.23
C 0.28981 0.21483 -0.81471 -0.27
H 0.19015 0.34795 1.50935 0.24
```

Which structure is most stable, and how do the rest compare? From most to least stable: run one, run two.